A cluster of 2 separate species, C11H15NO4 in total in a non-equilibrium geometry, computed with ωB97M-V/def2-TZVPD.

Summary:
SMILES: O=C(O)OCc1ccccc1.CNC(C)=O
Energy (eV): -21319.9147
Net charge: 0
HOMO (eV): -9.031
Max |F| (eV/Å): 8.923

Last column: Löwdin charge in e.
Geometry (Å):
C1 1.709 2.401 0.034  -0.117
C2 2.821 3.600 -0.087  -0.018
C3 -0.123 3.752 -1.768  -0.061
C4 1.985 -0.444 -0.950  -0.260
H1 3.239 5.789 -1.124  0.081
H2 1.071 0.074 -2.630  0.129
H3 0.698 5.899 -2.519  0.083
H4 -2.159 -5.490 1.021  0.085
H5 -1.146 3.766 -2.364  0.089
H6 3.878 3.576 0.464  0.104
H7 -3.629 -5.773 1.973  0.085
O1 -3.167 -3.704 3.340  0.014
H8 -0.440 1.531 -0.649  0.095
C5 -1.677 -2.705 0.200  -0.083
O2 2.820 0.071 0.151  -0.080
C6 1.006 4.974 -1.842  -0.066
C7 0.260 2.482 -0.794  -0.034
O3 2.040 0.091 -2.351  0.019
H9 -2.155 -1.850 -0.284  0.083
C8 -3.099 -5.042 1.355  -0.018
H10 -3.729 -4.794 0.497  0.084
H11 -2.012 -1.982 2.167  0.141
C9 -2.821 -3.807 2.164  -0.551
C10 2.459 4.917 -1.036  -0.056
N1 -2.162 -2.778 1.558  -0.001
H12 2.656 1.384 1.943  0.148
O4 1.075 -1.419 -0.704  -0.025
H13 -0.597 -2.541 0.235  0.055
C11 2.045 1.060 0.971  -0.139
H14 1.044 0.570 1.399  0.141
H15 -1.890 -3.611 -0.368  0.079

A cluster of 2 separate species, C3H7FNO in total in a non-equilibrium geometry, computed with ωB97M-V/def2-TZVPD.

Summary:
Energy (eV): -9467.3509
Net charge: +1
HOMO (alpha / beta) (eV): -12.580 / -17.536
Max |F| (eV/Å): 6.625
Multiplicity: 3

Last column: Löwdin charge in e.
Geometry (Å):
H1 -0.734 -1.072 1.047  0.191
N1 -0.056 0.599 0.159  -0.139
C1 -0.215 1.963 -0.307  0.048
C2 0.932 -0.110 -0.265  0.088
F1 0.938 -3.290 -0.004  -0.101
C3 -1.157 -0.157 0.609  -0.155
H2 0.592 2.208 -0.902  0.080
H3 1.734 0.335 -0.972  0.158
H4 1.118 -1.129 0.103  0.086
H5 -1.145 1.892 -0.903  0.134
H6 -0.280 2.656 0.502  0.117
O1 -2.296 0.231 0.627  0.350
H7 0.568 -4.126 0.305  0.142

A structure of composition C6H19N4 in a non-equilibrium geometry, computed with ωB97M-V/def2-TZVPD.

Summary:
Energy (eV): -12482.4980
Net charge: +1
HOMO (eV): -13.401
Max |F| (eV/Å): 3.272

Last column: Löwdin charge in e.
Geometry (Å):
H1 -0.246 -0.849 -2.395  0.117
H2 3.370 0.752 1.551  0.137
H3 -2.081 2.735 -0.634  0.085
H4 -1.155 0.393 -3.377  0.085
H5 -3.148 1.479 -1.435  0.084
H6 -1.526 -1.624 1.095  0.112
N1 -0.998 -1.145 0.378  0.002
C1 -1.733 0.124 0.158  -0.189
H7 -2.065 2.320 -2.269  0.055
H8 2.050 -0.497 1.967  -0.002
H9 -1.048 -1.646 -0.452  0.053
H10 0.411 -1.301 0.975  0.041
C2 0.135 1.428 -0.885  -0.060
N2 2.725 0.422 2.309  0.164
H11 -1.403 0.606 1.074  0.115
H12 -2.854 -0.091 0.204  0.150
H13 -2.136 -0.880 -2.563  0.121
C3 -2.198 1.952 -1.324  -0.049
C4 -1.231 -0.128 -2.392  -0.062
N3 2.553 -3.493 1.665  0.217
H14 0.223 1.520 0.154  0.044
H15 1.030 0.833 -1.267  0.104
H16 2.024 1.178 2.564  0.148
C5 -1.211 0.786 -1.129  -0.592
C6 1.925 -2.504 1.399  -0.271
H17 0.270 2.362 -1.375  0.077
H18 3.523 -3.666 1.476  0.095
H19 3.468 0.371 3.001  0.112
N4 1.326 -1.438 1.524  0.109

The ion C7H10N with charge +1 in a non-equilibrium geometry, computed with ωB97M-V/def2-TZVPD.

Summary:
SMILES: C#C/C=C\[C@@H](C)[NH+]=C
Energy (eV): -8900.3414
Net charge: +1
HOMO (eV): -13.734
Max |F| (eV/Å): 3.854

Last column: Löwdin charge in e.
Geometry (Å):
C1 1.790 1.406 0.032  0.212
H1 -2.430 2.030 -2.104  0.055
C2 -0.685 -0.831 1.162  -0.028
H2 1.667 -1.214 -1.205  0.109
C3 -2.036 1.638 -1.229  0.222
H3 1.472 -0.923 1.236  0.167
N1 0.801 0.619 0.105  0.051
H4 -2.611 -0.093 1.358  0.136
H5 -0.196 0.837 -0.292  0.093
H6 1.804 2.370 -0.357  0.105
H7 -0.846 -1.468 2.067  0.155
C4 0.633 -0.693 0.573  -0.371
H8 0.792 -2.646 -0.499  0.083
C5 0.786 -1.607 -0.650  0.012
C6 -1.746 0.867 -0.353  -0.155
C7 -1.719 -0.095 0.723  -0.064
H9 -0.110 -1.475 -1.252  0.095
H10 2.632 1.280 0.686  0.125

Q: Among the records above, which one has the highest energy?
A: C7H10N

Q: Which formula does entry 2 have?
A: C3H7FNO